# 1
C6H18F2HfO6 | the ωB97M-V functional and the def2-TZVPD basis

Results
electronic energy	-25502.713	eV
charge	+2
HOMO level	-14.5	eV
Kohn-Sham gap	1.5	eV
energy above the lowest of the compared OMol25 structures with the same formula, charge and spin	306.9	kcal/mol
2S+1	1

Structure (XYZ):
```
33
Properties=species:S:1:pos:R:3:forces:R:3:lowdin_charge:R:1
Hf 15.435994 7.666983 -36.473491 0.9 -0.3 2.1 1.65
F 18.172152 8.386814 -34.123416 -1.3 -0.5 -1.1 -0.51
F 14.803741 5.476135 -33.662706 0.3 0.6 -1.0 -0.54
C 9.466884 7.561203 -36.940011 0.4 0.2 -0.4 -0.18
C 8.864893 6.636303 -38.052514 -1.3 0.6 0.0 -0.23
O 8.220511 5.541591 -37.497158 0.6 -1.0 0.5 0.00
O 10.689046 7.058464 -36.364835 0.0 0.2 -0.9 -0.08
H 8.821121 7.818363 -36.100396 -0.6 -0.5 -0.4 0.13
H 9.661852 8.504807 -37.449616 0.5 0.0 0.1 0.12
H 9.544622 6.371704 -38.862478 0.8 -0.1 0.4 0.13
H 8.033089 7.050886 -38.622004 0.2 1.2 0.3 0.13
H 8.920633 4.963687 -37.184961 -0.2 -0.6 0.2 0.10
H 10.495144 6.401463 -35.692271 -0.2 0.0 0.2 0.09
C 13.723278 1.144520 -30.017751 -0.8 1.2 -1.0 -0.17
C 12.515133 0.213818 -29.933972 -2.7 0.2 0.2 -0.13
O 11.270946 0.986749 -30.265737 2.5 -1.1 0.0 0.01
O 14.091363 1.365122 -31.384642 0.4 -0.8 1.3 0.04
H 14.455750 0.703397 -29.341740 0.7 -0.3 -0.7 0.14
H 13.455511 2.108867 -29.585981 -0.1 -0.1 0.2 0.13
H 12.449821 -0.245780 -28.947765 -0.2 0.5 0.3 0.13
H 12.579570 -0.658760 -30.584011 0.3 0.4 -0.6 0.14
H 10.582129 0.828812 -29.615981 0.0 -0.1 0.4 0.10
H 13.851675 2.261688 -31.630249 -0.1 0.3 0.0 0.11
C 20.152616 2.410871 -32.328244 -0.7 -0.6 -1.8 -0.12
C 20.002360 3.780977 -31.630709 -0.5 1.9 1.5 -0.17
O 20.696360 4.883118 -32.127472 -0.1 -1.2 -0.6 0.10
O 19.215959 2.438250 -33.407990 1.3 0.6 -0.1 0.05
H 19.929234 1.489029 -31.791201 0.1 0.6 1.1 0.15
H 21.167168 2.330268 -32.718475 -0.1 0.1 -0.3 0.15
H 20.389525 3.737280 -30.612730 0.5 -1.0 0.6 0.17
H 18.977234 4.104406 -31.450124 -0.4 -0.6 -0.4 0.14
H 20.031276 5.542401 -32.338713 0.1 0.6 -0.3 0.13
H 18.311126 2.347191 -33.100447 -0.3 -0.3 0.3 0.11
```
Positions in Å, forces in eV/Å.

---

# 2
C2H13NO5 | the ωB97M-V functional and the def2-TZVPD basis

Results
electronic energy	-14012.680	eV
SMILES string	NCC=O.O.O.O.O
charge	0
HOMO level	-10.0	eV
Kohn-Sham gap	10.5	eV
energy above the lowest of the compared OMol25 structures with the same formula, charge and spin	25.1	kcal/mol
2S+1	1

Structure (XYZ):
```
21
Properties=species:S:1:pos:R:3:forces:R:3:lowdin_charge:R:1
N -0.257593 1.316987 -1.271171 0.2 -0.4 0.0 -0.01
C 0.814428 1.930739 -0.476227 -0.7 -0.1 0.0 -0.21
C 1.034225 1.208578 0.851680 0.6 0.4 -0.8 -0.26
O 0.184242 1.189048 1.694431 -0.1 -0.3 0.2 0.06
H -0.975917 0.913642 -0.673547 -0.2 0.0 0.0 0.05
H -0.701051 2.015019 -1.848815 -0.1 0.0 -0.1 0.08
H 0.478791 2.918071 -0.148120 0.5 0.3 -0.2 0.12
H 1.716719 1.953983 -1.095954 0.0 0.2 0.4 0.11
H 2.058895 0.802494 0.973076 -0.3 -0.1 0.4 0.12
O 1.052968 -1.772576 0.902664 -0.2 0.0 0.1 -0.06
H 1.861422 -2.218773 1.163139 0.0 -0.1 -0.1 0.05
H 1.003900 -1.757008 -0.072955 0.2 0.1 0.0 0.01
O -2.731149 -0.354780 -0.158996 0.2 -0.1 -0.1 -0.08
H -2.331601 -0.812081 0.609559 -0.1 0.2 0.1 0.00
H -2.870175 -1.049583 -0.809525 0.0 0.0 0.0 0.04
O 0.876367 -1.188331 -1.776524 0.2 -0.1 -0.2 -0.08
H 1.593742 -1.400206 -2.383501 -0.2 0.1 0.0 0.05
H 0.583797 -0.261859 -1.941387 -0.2 -0.1 0.2 0.02
O -1.499405 -1.310249 2.154293 0.1 0.0 -0.1 -0.06
H -1.219362 -0.468107 2.535761 0.0 0.0 0.0 0.04
H -0.673242 -1.655009 1.772120 0.1 0.0 0.1 0.01
```
Positions in Å, forces in eV/Å.

---

# 3
C31H20AgCl5N3O3PS2 | the ωB97M-V functional and the def2-TZVPD basis

Results
electronic energy	-140659.700	eV
charge	-2
HOMO level	-2.6	eV
Kohn-Sham gap	6.7	eV
energy above the lowest of the compared OMol25 structures with the same formula, charge and spin	9.5	kcal/mol
2S+1	1

Structure (XYZ):
```
66
Properties=species:S:1:pos:R:3:forces:R:3:lowdin_charge:R:1
Ag 0.572182 0.039541 0.409776 0.6 0.3 0.5 0.52
O 1.082215 -4.822629 0.081297 0.0 0.2 0.0 0.05
C 0.096338 -5.054597 -0.792231 0.0 0.2 -0.1 -0.28
C -0.261953 -6.372320 -1.080664 0.0 -0.1 0.1 -0.03
C -1.258206 -6.644633 -1.995798 0.1 0.0 0.0 -0.12
C -1.918048 -5.610928 -2.644179 -0.2 -0.1 -0.1 -0.12
C -1.588223 -4.303051 -2.348974 0.0 -0.1 0.0 -0.04
C -0.586379 -4.002463 -1.433630 0.0 -0.4 0.0 -0.08
C -0.257258 -2.600760 -1.101148 0.7 0.8 0.4 -0.46
O 0.697210 -2.350159 -0.304326 -0.3 -0.5 0.0 -0.10
N -0.985084 -1.698336 -1.734103 -1.0 -0.1 -0.9 0.03
N -0.956887 -0.457718 -1.270066 0.2 0.7 -0.7 -0.05
C -1.306078 0.504400 -2.070767 0.0 -1.8 0.1 -0.13
C -1.296910 1.846383 -1.594106 0.1 1.5 0.6 -0.28
C -1.830798 2.903502 -2.354594 0.2 -0.5 0.1 -0.05
C -1.679342 4.198293 -1.914456 0.1 0.2 0.3 -0.10
C -1.037068 4.425070 -0.701419 -0.2 0.0 -0.2 -0.08
C -0.595094 3.321395 0.018081 0.1 0.4 0.1 -0.13
N -0.707339 2.081515 -0.405797 -0.2 -0.1 -0.5 0.08
H 1.158629 -3.813228 0.120825 0.0 -0.1 0.0 0.08
H 0.250681 -7.170738 -0.563626 0.1 0.0 0.0 0.10
H -1.512476 -7.673011 -2.216317 0.0 -0.1 0.0 0.09
H -2.694145 -5.834003 -3.365787 0.0 0.0 0.0 0.08
H -2.102096 -3.479732 -2.820060 0.0 0.1 0.0 0.10
H -1.571827 0.312932 -3.111912 -0.1 -0.1 0.1 0.11
H -2.337599 2.684055 -3.283221 0.0 0.0 -0.1 0.10
H -2.046852 5.027933 -2.508579 0.0 0.0 0.0 0.09
H -0.884302 5.426708 -0.327797 0.0 0.0 0.1 0.09
H -0.101445 3.444795 0.972222 0.1 0.0 0.2 0.11
Cl -3.150287 -0.218070 7.084769 -0.2 -0.1 0.3 0.60
C -2.113901 0.153159 5.757264 0.0 0.0 0.0 -0.75
C -2.098338 -0.648878 4.617746 0.1 0.2 0.1 -0.73
Cl -3.125790 -2.028998 4.565061 -0.2 -0.3 -0.1 0.64
C -1.283551 -0.347942 3.549150 0.0 0.0 -0.1 -0.60
Cl -1.280652 -1.330864 2.131049 -0.1 -0.2 0.2 0.72
C -0.404023 0.789996 3.536240 -0.2 -0.1 0.3 -0.53
O 0.341886 1.083948 2.585996 0.2 0.1 -0.4 -0.14
C -0.461518 1.570037 4.740668 0.1 0.1 0.0 -0.62
Cl 0.566618 2.949476 4.823542 0.2 0.2 -0.2 0.67
C -1.288259 1.272006 5.799399 -0.1 -0.2 -0.2 -0.74
Cl -1.322754 2.290661 7.187322 0.0 0.2 0.3 0.63
S 4.982769 0.521654 1.499175 -0.1 -0.1 0.2 0.14
P 4.456969 0.841386 -0.364411 0.0 0.1 -0.2 -0.02
S 2.594833 0.684740 -1.072517 0.0 0.0 0.0 0.23
C 5.056253 2.527619 -0.793710 -0.2 -0.2 0.2 -0.39
C 4.158902 3.561941 -1.013399 0.0 -0.1 -0.1 -0.11
C 4.623041 4.855783 -1.168482 0.0 0.2 0.0 -0.10
C 5.980627 5.121147 -1.101584 0.0 0.2 0.0 -0.12
C 6.878078 4.086348 -0.886925 0.2 0.1 0.0 -0.11
C 6.417847 2.793918 -0.731192 0.0 0.0 0.0 -0.11
C 5.474893 -0.195152 -1.493118 -0.2 0.0 0.3 -0.39
C 5.331601 -0.031595 -2.864076 0.0 0.0 0.0 -0.11
C 6.046610 -0.832267 -3.733261 0.0 0.0 -0.2 -0.10
C 6.902537 -1.806809 -3.240237 0.1 -0.1 -0.1 -0.12
C 7.030963 -1.980267 -1.873123 0.2 -0.2 -0.1 -0.11
C 6.318730 -1.177432 -1.000155 0.0 0.1 0.1 -0.12
H 3.101660 3.335434 -1.055920 0.0 0.0 0.0 0.06
H 3.924228 5.666860 -1.326218 -0.1 0.0 0.0 0.09
H 6.341591 6.136680 -1.205006 0.0 0.1 0.0 0.09
H 7.938227 4.296477 -0.821349 0.1 0.0 0.0 0.09
H 7.106559 1.982131 -0.534527 0.0 0.0 0.0 0.10
H 4.633130 0.709171 -3.226780 0.0 0.0 -0.1 0.09
H 5.929818 -0.703779 -4.801021 0.0 0.0 -0.1 0.09
H 7.462983 -2.431615 -3.925639 0.0 0.0 0.0 0.09
H 7.685451 -2.747538 -1.480460 0.0 -0.1 0.0 0.09
H 6.400459 -1.304338 0.070363 0.0 0.0 0.1 0.05
```
Positions in Å, forces in eV/Å.

---

# 4
C3H4OS2 | the ωB97M-V functional and the def2-TZVPD basis

Results
electronic energy	-26892.185	eV
SMILES string	O=C(S)[C@@H]1CS1
charge	0
HOMO level	-9.3	eV
Kohn-Sham gap	9.4	eV
energy above the lowest of the compared OMol25 structures with the same formula, charge and spin	39.3	kcal/mol
2S+1	1

Structure (XYZ):
```
10
Properties=species:S:1:pos:R:3:forces:R:3:lowdin_charge:R:1
O -0.612138 1.238317 -0.917543 -1.2 -2.3 0.6 0.00
C -0.797683 0.147954 -0.391275 -3.0 2.4 -0.5 -0.77
S -2.499519 -0.762307 -0.316063 1.8 0.8 -0.1 0.73
C 0.217404 -0.473905 0.399059 2.1 -0.6 -1.0 -0.50
C 1.484063 0.251934 0.339282 1.5 3.4 0.7 -0.51
S 1.460120 -0.948049 -0.935137 0.1 -0.7 0.0 0.89
H -3.178493 0.324326 -0.680146 0.0 0.2 -0.2 -0.15
H 0.214085 -1.220502 1.169287 -1.1 -0.2 0.1 0.11
H 1.650176 1.392521 0.124304 -1.1 -2.4 -0.1 0.14
H 2.061987 0.049711 1.208230 0.8 -0.6 0.4 0.06
```
Positions in Å, forces in eV/Å.